(1)
Density functional theory data (ωB97M-V/def2-TZVPD) for a single C17H18BrNO3 molecule.

```
40
Properties=species:S:1:pos:R:3:forces:R:3
H 3.30151 -1.03987 -1.69659 0.0 0.0 -0.1
H 5.41600 1.47037 4.60296 0.0 0.0 0.0
C -3.19123 1.01250 -0.48822 0.0 0.0 0.0
C 4.25462 -1.02009 1.53967 0.0 0.0 -0.1
H 0.95635 -1.21246 0.45884 -0.2 0.0 -0.1
C -0.86737 0.45630 -0.20676 0.0 -0.2 -0.1
C 0.08750 -1.60613 -1.35237 -0.1 0.0 0.3
C 4.28602 -0.16682 2.62888 0.0 0.1 0.1
O 2.19053 2.56301 1.26261 0.0 -0.5 0.0
H 3.40081 3.98336 2.17486 -0.1 0.0 0.0
H 4.21561 2.40778 5.52556 0.0 -0.1 0.0
C 2.35222 3.68865 2.09704 0.0 0.5 0.2
C 4.35177 1.57478 4.83715 0.1 -0.1 0.2
O 3.59919 1.90598 3.69745 -0.2 -0.1 -0.5
H 1.95145 3.51375 3.09737 0.1 0.1 -0.1
C 2.92675 0.56392 0.36741 0.1 0.1 0.2
C -1.03160 -0.67188 -1.00521 -0.2 0.2 -0.1
H -2.38829 -1.80722 -2.20033 0.0 0.0 0.0
H 2.40442 0.88955 -0.51998 -0.1 0.1 -0.1
H 2.38381 -3.16882 0.29813 0.0 0.0 -0.1
Br -5.05157 -0.49594 -2.03338 0.2 0.0 0.1
H 3.98901 0.65568 5.30886 0.0 0.0 0.0
C 3.62153 1.05362 2.62104 0.0 0.1 0.1
C 2.22256 -2.52697 -0.57314 0.2 -0.1 -0.3
H 0.09798 0.71496 0.20205 0.1 0.0 0.1
H -1.80944 2.16959 0.65500 0.0 0.1 0.0
H 1.78773 4.48482 1.61149 0.1 0.0 0.0
O 0.12732 -2.19621 -2.41371 0.0 -0.1 -0.3
N 1.00899 -1.77222 -0.37723 0.2 0.0 0.3
C 3.43881 -1.60400 -0.77343 -0.2 -0.1 0.1
H -4.03319 1.65813 -0.29129 -0.1 0.0 0.0
C 2.92792 1.42997 1.45565 0.0 0.0 -0.1
H 4.77305 -1.96543 1.59301 0.1 -0.1 0.0
H 4.83130 -0.47329 3.50683 0.0 0.0 0.1
H 4.33119 -2.22294 -0.86971 0.0 0.0 -0.1
H 2.07225 -3.14585 -1.46004 0.0 0.0 0.2
C -3.34146 -0.10694 -1.29001 -0.1 -0.1 -0.1
C 3.56850 -0.66511 0.39034 0.1 0.0 0.0
C -1.94383 1.29084 0.04271 0.0 0.0 0.0
C -2.27734 -0.94422 -1.56142 0.0 0.0 0.0
```
Positions in Å, forces in eV/Å.

Summary:
HOMO: -8.34 eV
Structure (SMILES): COc1ccc(CCNC(=O)c2cccc(Br)c2)cc1OC
Energy relative to the best compared isomer or geometry (same formula, charge and spin): 6.3 kJ/mol

Atom charges from the Mulliken analysis, given in e for atoms 1 to 5:
1. H 0.317
2. H 0.383
3. C -0.326
4. C -1.167
5. H 0.284

***

(2)
Density functional theory data (ωB97M-V/def2-TZVPD) for a gas-phase ion, C17H18Cl2NO (charge +1) at a distorted geometry.

```
39
Properties=species:S:1:pos:R:3:forces:R:3
C 0.61080 1.56316 1.77636 0.3 -1.5 -1.5
C 4.17466 -1.57621 0.16614 -0.9 1.5 1.4
O -1.21733 2.69093 2.73852 -0.2 0.7 0.9
C -1.46659 -1.73165 -1.02480 0.3 0.0 0.2
N -0.33678 0.70961 0.92352 -0.2 -3.4 0.4
H 4.91675 0.47000 -0.26795 -0.2 -0.5 0.2
C 4.05710 -0.20393 -0.18854 0.1 -1.0 -0.7
H 0.63265 2.71240 3.56201 -0.6 -1.0 0.0
H -0.43529 -0.33648 1.25185 -0.3 2.9 0.4
H 2.65014 1.31023 -0.94397 0.6 -1.0 0.7
C -2.20255 1.94183 2.07778 0.3 0.4 -0.5
H -2.79566 0.16894 -4.18783 0.0 -0.5 0.5
H -0.30183 1.07614 3.67193 0.4 0.5 0.0
C 1.64975 -0.51560 -0.49625 -0.8 -0.8 1.0
C -2.43855 -0.39147 -3.31295 0.7 -0.8 -0.3
H 1.51270 0.97592 1.90015 0.2 -0.1 0.3
Cl -4.42083 -2.15047 -3.70376 0.2 -0.4 -0.2
C -1.63027 1.50137 0.75649 0.8 -1.3 -1.3
Cl 5.65241 -2.04789 0.93505 -0.1 -0.3 -0.5
C 2.80971 0.26644 -0.55278 -1.0 1.3 -0.5
H -2.97650 -3.24863 -1.46993 0.1 0.5 0.0
H -0.79667 1.03734 -2.92371 -1.1 -1.0 0.2
C -2.53111 -2.28906 -1.74914 0.7 0.2 -1.0
H 0.86544 2.40190 1.12323 -0.1 0.2 0.3
C -2.94983 -1.66071 -2.95145 -0.4 1.5 1.5
H -3.03048 2.65509 1.84882 0.4 -0.9 0.5
H 0.33193 1.22702 -0.78727 0.7 0.0 -1.9
H -2.29397 0.87790 0.16241 -0.3 0.0 0.2
C -0.04764 1.97277 3.06685 -0.1 0.5 -0.3
C -0.83422 -0.53491 -1.46319 -0.5 -0.1 1.2
H -2.48604 1.05574 2.67116 -0.3 0.4 -0.1
H -1.12231 -2.25597 -0.09612 -0.5 0.6 -0.9
C 3.02213 -2.38671 0.28706 0.6 0.0 -0.9
H 3.15700 -3.42447 0.63254 -0.2 0.6 -0.2
C 0.27250 0.16092 -0.62538 0.0 0.7 0.2
H -1.33684 2.33713 0.10393 -0.1 0.0 0.4
C -1.35157 0.10459 -2.60829 1.4 1.0 0.5
C 1.78206 -1.89146 -0.13268 -0.3 0.5 0.0
H 0.90516 -2.57173 -0.16984 0.8 0.6 0.2
```
Positions in Å, forces in eV/Å.

Summary:
HOMO: -12.15 eV
Structure (SMILES): Clc1ccc(C(c2ccc(Cl)cc2)[NH+]2CCOCC2)cc1
Net charge: +1

Atom charges from the Mulliken analysis, given in e for atoms 1 to 5:
1. C -0.479
2. C 0.397
3. O -0.367
4. C 0.000
5. N -0.402

***

(3)
Density functional theory data (ωB97M-V/def2-TZVPD) for 8 unconnected molecules or ions with the total composition C17H18Cl30O4 at a distorted geometry.

```
69
Properties=species:S:1:pos:R:3:forces:R:3
Cl 1.93344 -5.16125 -1.85655 0.0 0.0 0.0
Cl -3.50867 -7.50390 -5.06421 0.0 0.0 0.0
Cl 4.68525 -8.64214 -6.10231 0.0 0.0 0.0
Cl -4.37120 -10.22725 -4.65398 0.0 0.0 0.0
C -3.23845 -8.97748 -4.12826 0.0 0.0 0.0
Cl -5.66307 5.28706 -2.02806 0.0 0.0 0.0
Cl 0.25402 7.14145 -3.27113 0.0 0.0 0.0
C 3.36594 1.83132 6.35940 0.1 0.0 0.0
Cl -0.59999 6.26031 -0.66253 0.3 0.1 -0.2
Cl 0.95764 4.50678 -2.34857 0.0 0.0 0.0
C 1.81915 -2.74853 0.67437 0.1 -1.2 0.4
Cl -1.77339 5.10358 -3.04921 0.0 0.0 0.1
H 1.89493 0.18012 -0.09614 -0.1 -0.2 -0.1
Cl -6.04692 5.19795 0.83074 0.0 0.0 0.0
C -10.04835 8.50404 -0.07609 0.0 0.0 0.0
C 0.88672 -6.30648 -0.99997 0.0 0.0 0.1
Cl -3.48372 -8.63947 -2.41249 0.0 0.0 0.0
H -0.63208 3.75729 0.37036 -0.1 0.0 0.1
Cl -10.49071 7.35661 -1.34422 0.0 0.0 0.0
Cl -3.61880 6.31079 -0.27044 -0.4 0.0 0.0
C 4.60968 -0.47201 1.43261 -0.1 -0.5 -0.5
C -0.29747 5.75015 -2.33360 0.0 0.1 0.0
H 1.31256 1.68482 1.50224 -0.1 0.1 0.1
H -0.92012 1.12627 0.08914 -0.1 0.1 -0.1
Cl -9.07344 7.68351 1.14395 -0.1 0.0 0.1
H 5.89945 -1.62818 0.12272 -0.2 -0.1 0.0
H 0.25200 2.82554 3.75430 0.1 0.0 -0.1
H -1.34178 2.11918 3.99424 -0.1 0.1 -0.2
H 5.94352 0.10503 -0.13183 0.0 0.0 0.0
Cl -0.50291 -5.45229 -0.33191 0.0 -0.1 -0.1
H -0.17222 1.25583 3.01651 0.1 0.1 0.0
C 0.88754 0.01933 -0.47875 -0.2 0.2 0.0
C 3.50980 -9.31068 -4.96325 0.0 0.0 0.0
H 0.97339 -0.23254 -1.53821 0.0 0.0 0.0
Cl 4.50412 1.20406 7.55791 0.0 0.0 0.0
H 1.64023 2.73552 0.13145 0.1 0.0 0.2
Cl 3.01880 -8.06805 -3.81157 0.2 -0.1 -0.2
Cl 4.02765 1.22061 1.45742 0.2 -0.1 0.0
C 0.84066 2.26397 0.70850 -0.7 -0.1 -0.5
H 0.05600 1.85431 -1.22273 -0.5 0.0 0.0
O 1.93068 -3.75510 1.31471 0.0 0.5 -0.2
Cl 2.08866 -9.87630 -5.85310 0.0 0.0 0.0
O -1.06938 2.91520 2.13494 0.0 0.0 0.1
O 2.87279 -1.87097 0.52450 -1.0 0.6 0.0
H 0.05758 -0.95312 1.28658 0.1 -0.1 0.0
C -5.36123 6.13294 -0.50439 0.0 0.0 0.1
Cl 2.31852 -0.90584 2.92711 0.1 -0.3 -0.1
Cl -11.51215 9.15392 0.67002 0.0 0.0 0.0
Cl -6.12260 7.72495 -0.55703 0.1 0.0 -0.1
C -0.08534 3.36058 1.22566 0.3 0.0 -0.4
Cl 3.86180 1.32870 4.74298 0.0 0.2 0.2
Cl -9.11250 9.82866 -0.78303 0.0 0.0 0.0
C -0.54611 2.25627 3.26202 0.0 -0.2 0.3
H 4.55865 -0.80623 -0.72086 0.0 0.0 0.0
Cl 1.79801 -7.07367 0.30281 0.0 0.0 0.0
Cl 4.23702 -10.66769 -4.09588 0.0 0.0 0.0
Cl 3.33310 3.59659 6.44605 0.0 0.0 0.0
O 0.72061 -2.44247 -0.01802 0.6 0.3 0.3
C 5.27984 -0.73067 0.08794 0.3 0.2 0.0
H 0.49716 4.20709 1.61826 0.0 -0.1 0.3
C 0.17145 -1.12635 0.21471 -0.3 0.6 -0.4
Cl -1.58235 -9.53941 -4.38397 0.0 0.0 0.0
H -0.83231 -1.16829 -0.20720 0.0 -0.3 0.0
Cl 0.33639 -7.54196 -2.13745 -0.3 0.1 0.1
H 5.35576 -0.60710 2.21311 -0.1 0.4 0.2
Cl 1.74904 1.19722 6.69478 0.0 0.0 0.0
H 3.97544 -2.37585 2.17499 -0.2 -0.1 0.0
C 0.09036 1.33091 -0.26881 1.0 -0.2 0.2
C 3.50186 -1.50717 1.71873 0.6 0.0 0.2
```
Positions in Å, forces in eV/Å.

Summary:
HOMO: -9.77 eV
Structure (SMILES): COCCCCCOC(=O)O[C@H](Cl)[C@@H](C)Cl.ClC(Cl)(Cl)Cl.ClC(Cl)(Cl)Cl.ClC(Cl)(Cl)Cl.ClC(Cl)(Cl)Cl.ClC(Cl)(Cl)Cl.ClC(Cl)(Cl)Cl.ClC(Cl)(Cl)Cl

Atom charges from the Mulliken analysis, given in e for atoms 1 to 5:
1. Cl -0.117
2. Cl -0.098
3. Cl -0.105
4. Cl -0.103
5. C 0.323

***

(4)
Density functional theory data (ωB97M-V/def2-TZVPD) for a single C17H18ClN3O molecule.

```
40
Properties=species:S:1:pos:R:3:forces:R:3
H 4.89484 -0.90603 0.82626 0.1 0.0 0.0
H -1.71756 4.84013 0.63504 -0.1 0.0 0.0
C -1.20577 -4.30599 -3.07129 -0.1 0.0 0.1
N 0.35235 -1.83822 -0.85598 0.4 0.1 -0.2
H -0.57389 3.46779 -0.88452 0.0 0.0 -0.1
C 0.63267 3.16446 1.57793 0.0 0.3 0.5
C -0.74290 3.56641 2.09483 0.1 0.1 -0.2
H -0.98733 -4.80615 -4.00156 0.0 0.0 -0.1
N 0.53918 1.87497 0.91991 -0.1 0.1 0.1
H 1.17709 -1.73982 -1.43252 -0.2 0.1 0.2
H -2.72465 3.53068 1.24233 -0.1 0.1 0.0
C -1.30101 2.93204 -0.27158 0.0 -0.1 0.0
H 4.71588 1.39856 1.80215 0.1 0.0 0.0
C -0.58881 -2.74610 -1.33694 -0.4 -0.3 -0.1
H -2.16620 2.71619 -0.89908 0.0 0.0 -0.1
C 1.59801 1.04186 0.95445 0.2 -0.3 -0.1
C 1.56793 -0.30862 0.50434 0.3 0.1 0.1
Cl -3.50925 -5.71146 -3.05895 -0.1 -0.1 -0.1
N 2.73372 1.58074 1.42284 -0.2 0.2 0.0
C -2.38705 -4.57268 -2.39740 0.1 0.1 0.1
H 2.79248 -2.02420 0.12466 0.0 -0.1 0.0
H -1.99799 -2.52826 0.25891 0.0 0.0 0.0
C -1.78069 -3.02500 -0.67148 0.1 0.1 0.1
C 2.77803 -0.99017 0.44441 0.0 0.3 0.1
C 3.95221 -0.38537 0.86185 0.0 -0.1 0.0
H 1.01917 3.92383 0.88695 0.1 0.0 0.1
H -3.59573 -4.15101 -0.68351 -0.1 0.0 0.0
H -1.11110 2.76788 2.74041 0.0 0.0 0.1
H -0.44390 0.99893 -0.68500 -0.1 0.0 0.1
C -0.67955 1.61730 0.18838 -0.4 -0.1 -0.3
C 0.31757 -1.07637 0.28751 0.0 -0.2 -0.1
O -0.61482 -1.06207 1.06687 0.0 -0.1 0.0
H 1.34773 3.06726 2.39598 -0.1 0.1 -0.2
C -1.71263 3.78928 0.92863 0.0 0.0 0.0
H -0.65622 4.46984 2.69853 0.0 0.0 0.1
H -1.39539 1.05673 0.80364 0.1 0.0 -0.2
C -0.31356 -3.39640 -2.54038 0.0 0.1 0.1
C -2.67453 -3.93574 -1.20133 0.1 -0.1 -0.3
H 0.60902 -3.18775 -3.06400 0.1 0.0 -0.1
C 3.85263 0.89257 1.38874 0.1 -0.3 -0.1
```
Positions in Å, forces in eV/Å.

Summary:
HOMO: -7.92 eV
Structure (SMILES): O=C(Nc1ccc(Cl)cc1)c1cccnc1N1CCCCC1
Energy relative to the best compared isomer or geometry (same formula, charge and spin): 0.0 kJ/mol

Atom charges from the Mulliken analysis, given in e for atoms 1 to 5:
1. H 0.404
2. H 0.342
3. C -0.716
4. N -0.072
5. H 0.330

***

Record order is preserved below.
LUMO: 0.60; -3.37; 0.08; 0.60 eV